{
  "formula": "C5H7N",
  "method": "wB97M-V/def2-TZVPD",
  "relative_energy_kcal_mol": 48.0,
  "energy_ha": -249.39681,
  "smiles": "C=C(C)C=C=N",
  "species": ["C", "C", "C", "C", "C", "N", "H", "H", "H", "H", "H", "H", "H"],
  "positions_angstrom": [[-1.7598, -0.8310, 0.0847], [-0.5913, -0.1821, -0.0110], [-0.5397, 1.3195, -0.0909], [0.5863, -0.9940, -0.3012], [1.7215, -0.4397, 0.0359], [2.8527, 0.0108, -0.0083], [-2.6982, -0.3025, 0.0505], [-1.8310, -1.9047, 0.1122], [0.4855, 1.6780, -0.1304], [-1.0232, 1.7607, 0.7808], [-1.0660, 1.6765, -0.9760], [0.5043, -2.0677, -0.3746], [3.3590, 0.2762, 0.8284]],
  "forces_ev_per_a": [[-0.0025, 0.4812, -0.0295], [-1.6166, -0.8730, -1.2252], [0.1127, -0.0291, 0.2578], [-0.3106, 0.5626, 1.4891], [1.9804, -0.5689, -0.7940], [-0.2451, 0.7094, 0.0038], [-0.1707, 0.1947, 0.3635], [0.1401, -0.2190, -0.1005], [0.0421, 0.1483, -0.0375], [0.0263, 0.0259, -0.0158], [0.0709, -0.0319, -0.0411], [0.0549, -0.0333, -0.0718], [-0.0821, -0.3670, 0.2010]],
  "nbo_charge": [-0.423, 0.012, -0.649, -0.446, 0.450, -0.630, 0.191, 0.190, 0.215, 0.225, 0.230, 0.252, 0.383]
}